(1)
DFT (the ωB97M-V functional and the def2-TZVPD basis) results for 2 unconnected molecules or ions with the total composition C4H11NO.

Last columns: bonded neighbours and bond lengths (Å).
Cartesian coordinates (Å):
1 C 1.071 1.041 0.494  C2 1.332, H6 1.071, H7 1.098
2 C 0.275 0.131 1.051  C1 1.332, C3 1.499, N4 1.413
3 C -0.348 0.084 2.414  C2 1.499, H8 1.103, H9 1.072, H10 1.099
4 N -0.163 -0.869 0.153  C2 1.413, C5 1.493, H11 1.001
5 C -1.278 -1.854 0.284  N4 1.493, H12 1.077, H13 1.136, H14 1.079
6 H 1.412 1.993 0.847  C1 1.071
7 H 1.287 1.017 -0.582  C1 1.098
8 H 0.370 -0.146 3.220  C3 1.103
9 H -1.109 -0.663 2.516  C3 1.072
10 H -0.549 1.146 2.612  C3 1.099
11 H 0.464 -1.130 -0.583  N4 1.001
12 H -1.722 -1.983 1.256  C5 1.077
13 H -0.937 -2.843 -0.158  C5 1.136
14 H -2.014 -1.404 -0.363  C5 1.079
15 O 1.119 1.455 -4.249  H16 0.962, H17 0.963
16 H 1.780 2.002 -4.684  O15 0.962
17 H 0.342 2.024 -4.228  O15 0.963

Calculated values
- DFT total energy (eV) = -7862.29182
- E_HOMO (Eh) = -0.2700
- E_LUMO (eV) = 0.94
- frontier orbital gap (eV) = 8.28
- SMILES = C=C(C)NC.O

***

(2)
DFT (the ωB97M-V functional and the def2-TZVPD basis) results for 2 unconnected molecules or ions with the total composition C4H11NO.

Last columns: bonded neighbours and bond lengths (Å).
Cartesian coordinates (Å):
1 C -2.604 1.304 -0.605  C2 1.412, H6 1.094, H7 1.161
2 C -1.382 0.801 -0.107  C1 1.412, C3 1.551, H8 1.089
3 C -1.011 -0.626 -0.586  C2 1.551, N4 1.529, H9 1.149, H10 1.028
4 N 0.460 -0.992 -0.793  C3 1.529, C5 1.585, H11 1.004
5 C 1.222 0.137 -1.604  N4 1.585, H12 1.216, H13 1.217, H14 1.047
6 H -2.804 2.377 -0.530  C1 1.094
7 H -3.523 0.628 -0.822  C1 1.161
8 H -0.500 1.421 0.048  C2 1.089
9 H -1.327 -0.780 -1.680  C3 1.149
10 H -1.541 -1.321 -0.045  C3 1.028
11 H 0.929 -0.945 0.093  N4 1.004
12 H 2.167 -0.602 -1.805  C5 1.216
13 H 1.286 1.216 -1.045  C5 1.217
14 H 0.709 0.315 -2.499  C5 1.047
15 O 3.059 -0.940 4.038  H16 1.010, H17 0.934
16 H 2.385 -1.623 4.356  O15 1.010
17 H 2.475 -0.370 3.583  O15 0.934

Calculated values
- DFT total energy (eV) = -7860.61384
- E_HOMO (Eh) = -0.3439
- E_LUMO (eV) = 0.49
- frontier orbital gap (eV) = 9.85
- SMILES = C=CCNC.O